1.
Molecular formula: CHCl2NO
Method: DFT, ωB97M-V/def2-TZVPD

**Calculated total energy**: -29631.8716 eV
**HOMO level**: -9.76 eV
**Energy relative to the best compared isomer or geometry (same formula, charge and spin)**: 139.7 kJ/mol
**Gap between HOMO and LUMO**: 9.67 eV
**LUMO energy**: -0.1 eV
**Spin multiplicity**: 1
**SMILES**: [O-][N+]#CCl.Cl

Last column: natural (NBO) charge in e.
Atoms and positions in Å:
C -1.872 0.660 -0.219  0.003
N -0.961 -0.070 -0.112  0.212
O -0.398 -1.084 -0.131  -0.352
Cl -2.290 2.204 -0.420  0.137
Cl 2.817 -0.356 0.789  -0.253
H 2.705 -1.354 0.094  0.253

2.
Molecular formula: C2H7N2OS
Method: DFT, ωB97M-V/def2-TZVPD

**Calculated total energy**: -18041.0473 eV
**HOMO level**: -13.58 eV
**Energy relative to the best compared isomer or geometry (same formula, charge and spin)**: 245.0 kJ/mol
**Gap between HOMO and LUMO**: 9.26 eV
**Total charge**: +1
**LUMO energy**: -4.3 eV
**Spin multiplicity**: 1
**SMILES**: C[NH2+][C@]1(N)OS1

Last column: natural (NBO) charge in e.
Atoms and positions in Å:
C -0.904 0.345 -0.048  0.506
C 1.170 -0.827 0.450  -0.419
N -0.545 1.672 -0.087  -0.824
N 0.172 -0.603 -0.688  -0.553
O -1.502 -0.189 1.013  -0.548
S -2.629 -0.313 -0.353  0.386
H 1.394 0.233 0.871  0.230
H 0.812 -1.426 1.298  0.268
H 2.010 -1.141 -0.018  0.227
H 0.036 2.029 -0.776  0.408
H -0.468 2.098 0.849  0.432
H -0.086 -1.579 -0.979  0.458
H 0.539 -0.299 -1.530  0.429

3.
Molecular formula: C6H11IN2O
Method: DFT, ωB97M-V/def2-TZVPD

**Calculated total energy**: -19526.3315 eV
**HOMO level**: -8.61 eV
**Energy relative to the best compared isomer or geometry (same formula, charge and spin)**: 0.0 kJ/mol
**Gap between HOMO and LUMO**: 9.23 eV
**LUMO energy**: 0.6 eV
**Spin multiplicity**: 1
**SMILES**: C/N=C(I)/C(COC)=N/C

Last column: natural (NBO) charge in e.
Atoms and positions in Å:
C 0.159 0.207 -1.092  0.303
C -0.191 1.793 -0.418  0.221
C 0.347 -0.999 -3.119  -0.440
C -1.659 3.450 0.391  -0.439
C 0.641 -1.142 2.269  -0.244
C 0.502 -0.797 -0.044  -0.161
N 0.087 0.167 -2.330  -0.405
N -1.317 2.207 -0.210  -0.438
O 0.272 -0.267 1.234  -0.528
I 1.695 2.735 0.052  -0.018
H 0.128 -1.943 -2.606  0.176
H 1.398 -0.998 -3.412  0.213
H -0.260 -0.918 -4.021  0.212
H -0.818 3.906 0.931  0.195
H -2.489 3.269 1.075  0.212
H -1.996 4.139 -0.387  0.216
H 0.445 -0.615 3.200  0.201
H 1.706 -1.401 2.211  0.168
H 0.052 -2.068 2.241  0.167
H 1.562 -1.084 -0.163  0.195
H -0.107 -1.705 -0.208  0.193

4.
Molecular formula: C18H20BrCuN3O9PS2
Method: DFT, ωB97M-V/def2-TZVPD

**Calculated total energy**: -187531.7474 eV
**HOMO level**: -2.28 eV
**Gap between HOMO and LUMO**: 6.29 eV
**Total charge**: -2
**LUMO energy**: 4.0 eV
**Spin multiplicity**: 1

Last column: natural (NBO) charge in e.
Atoms and positions in Å:
Cu -1.606 -0.402 -0.606  0.835
O -2.059 -4.115 0.764  -0.740
C -1.937 -2.892 0.946  0.774
O -2.590 -1.978 0.365  -0.831
C -0.925 -2.452 1.998  -0.243
C -0.948 -3.078 3.209  -0.130
C -0.059 -2.714 4.239  -0.094
C 0.899 -1.744 4.017  -0.130
C 0.976 -1.151 2.778  -0.127
C 0.048 -1.416 1.697  0.525
O 0.089 -0.796 0.610  -0.756
N 2.060 -0.201 2.599  0.531
O 2.621 -0.149 1.521  -0.378
O 2.386 0.490 3.562  -0.445
N -0.116 -3.362 5.513  0.531
O -0.985 -4.208 5.705  -0.438
O 0.703 -3.054 6.378  -0.455
H -1.659 -3.876 3.373  0.246
H 1.594 -1.463 4.794  0.251
Br -0.423 -5.806 -2.936  0.031
C -0.367 -3.918 -3.123  -0.119
C 0.387 -3.352 -4.133  -0.213
C 0.389 -1.972 -4.241  -0.264
C -0.355 -1.229 -3.336  0.047
N -1.067 -1.791 -2.361  -0.446
C -1.083 -3.119 -2.244  0.015
H 0.954 -3.975 -4.812  0.214
H 0.962 -1.474 -5.013  0.211
H -0.388 -0.146 -3.375  0.242
H -1.669 -3.541 -1.433  0.264
C -0.950 2.184 1.726  -0.636
C -0.675 3.405 0.868  0.131
C -1.877 4.327 0.755  -0.651
O -0.142 2.988 -0.404  -0.871
P -0.917 2.719 -1.791  1.676
S -1.289 4.405 -2.738  -0.749
S -2.472 1.482 -1.555  -0.742
O 0.216 1.857 -2.544  -0.868
C 1.650 1.950 -2.456  0.126
C 2.153 3.380 -2.561  -0.642
C 2.169 1.223 -1.230  -0.636
H -1.144 2.493 2.756  0.194
H -0.093 1.512 1.710  0.229
H -1.812 1.632 1.347  0.232
H 0.154 3.966 1.309  0.168
H -2.719 3.806 0.297  0.234
H -1.649 5.204 0.152  0.227
H -2.167 4.640 1.762  0.195
H 1.976 1.405 -3.348  0.163
H 1.869 3.952 -1.678  0.226
H 1.733 3.876 -3.436  0.224
H 3.243 3.368 -2.636  0.192
H 1.959 1.778 -0.320  0.230
H 3.251 1.090 -1.314  0.192
H 1.703 0.243 -1.122  0.247